This record from the OMol25 dataset describes a cluster of 2 separate species, C4H10O3 in total in a non-equilibrium geometry. The level of theory is ωB97M-V/def2-TZVPD.

Geometry as XYZ:
```
17
Properties=species:S:1:pos:R:3:lowdin_charge:R:1
O 0.0073 0.8061 -0.6091 -0.0480
O 1.5120 -2.4159 -1.7475 0.0513
O -1.7593 3.2896 0.6989 -0.0653
C 0.4400 -1.4373 0.1639 -0.1057
C 0.6247 -1.7093 -1.3497 -0.2541
C -0.3142 -0.1340 0.4419 -0.4144
C 0.0427 0.4616 1.7777 -0.0574
H 1.4057 -1.5565 0.6601 0.1221
H -1.9267 3.1464 1.6354 0.0294
H -1.3853 -0.3368 0.3970 0.1446
H -1.4464 2.5065 0.2058 0.0179
H -0.6228 1.2713 2.0931 0.0617
H 0.5681 1.4673 -0.2135 0.0789
H 0.1214 -0.2237 2.6182 0.0889
H 0.9792 1.0382 1.7880 0.0966
H -0.1672 -1.2767 -1.9745 0.1237
H 0.0022 -2.4202 0.4037 0.1298
```

The energy above the lowest of the compared OMol25 structures with the same formula, charge and spin comes out at 154.4 kJ/mol. The gap between HOMO and LUMO comes out at 0.380 Eh. Its charge is 0. The HOMO energy is -9.7314 eV.


This record from the OMol25 dataset describes an isolated molecule of C4H10O3. The level of theory is ωB97M-V/def2-TZVPD.

Geometry as XYZ:
```
17
Properties=species:S:1:pos:R:3:lowdin_charge:R:1
O -1.1421 -0.3088 -1.7040 -0.0449
O 0.8058 -1.7286 -0.2879 0.0302
O 0.3021 0.2258 0.8604 -0.3173
C 0.8863 -0.3460 -0.3526 -0.3647
C -0.9586 -0.3034 1.3299 -0.0119
C 0.2020 0.1140 -1.6261 -0.1918
C 0.4668 1.8253 0.7457 -0.0190
H 0.8019 -0.2729 -2.4642 0.1350
H -1.1360 -1.2743 -1.6595 0.0948
H -0.5864 2.0780 0.5115 0.0059
H 0.5861 2.0384 1.8208 -0.0066
H 1.9041 0.0492 -0.3085 0.1572
H -1.7309 -0.1484 0.5757 0.0963
H -1.1765 0.2569 2.2394 0.1042
H 0.2209 1.2037 -1.6469 0.1118
H -0.8426 -1.3661 1.5578 0.0981
H 1.3970 -2.0429 0.4085 0.1225
```

The energy above the lowest of the compared OMol25 structures with the same formula, charge and spin comes out at 500.5 kJ/mol. The gap between HOMO and LUMO comes out at 0.284 Eh. Its charge is 0. The HOMO energy is -7.3407 eV.